Entry 1:
{"formula": "C3H5P", "method": "the ωB97M-V functional and the def2-TZVPD basis", "energy_ev": -12478.1442, "charge": 0, "de_lowest_ev": 0.494, "homo_energy_ev": -8.8, "elements": ["C", "C", "P", "C", "H", "H", "H", "H", "H"], "positions_angstrom": [[0.4004, 0.0664, 0.9673], [-0.4718, -0.6899, 0.1169], [-1.0554, -2.1172, -0.4741], [-1.8105, -0.3136, -0.6160], [0.7777, 0.9495, 0.5025], [1.3354, -0.5142, 1.1461], [-0.2829, 0.3908, 1.8483], [-2.4870, -0.0138, 0.1136], [-1.6283, 0.1484, -1.5725]], "forces_ev_per_a": [[0.343, -0.107, 1.487], [-2.337, -0.996, -2.078], [-0.154, 1.445, 0.280], [3.892, -2.086, 0.310], [-0.148, 0.973, -0.484], [-0.876, 0.266, 0.893], [1.705, -0.561, -0.900], [-1.803, 0.656, 0.476], [-0.621, 0.410, 0.016]], "lowdin_charge": [-0.144, -0.737, 0.907, -0.329, 0.060, 0.083, 0.126, 0.008, 0.026]}

***

Entry 2:
{"formula": "C3H4ClF", "method": "the ωB97M-V functional and the def2-TZVPD basis", "energy_ev": -18414.2285, "charge": 0, "de_lowest_ev": 0.845, "homo_energy_ev": -10.4, "elements": ["F", "C", "C", "C", "Cl", "H", "H", "H", "H"], "positions_angstrom": [[-1.4314, -1.4206, -0.0230], [-0.3651, -0.6021, 0.3891], [-0.3327, 0.8268, 0.0662], [0.6667, -0.1169, -0.5263], [2.2469, -0.0461, 0.0884], [-0.1437, -0.8419, 1.4438], [-1.1674, 1.1095, -0.5377], [0.0901, 1.4704, 0.7425], [0.4366, -0.3791, -1.6430]], "forces_ev_per_a": [[0.974, 1.015, -0.206], [-1.020, -1.447, 2.449], [-1.042, -1.042, -1.631], [-1.923, -0.977, -3.158], [1.337, -0.022, -0.036], [0.290, -0.195, -0.856], [-0.078, 0.661, -0.473], [0.354, 1.596, 1.718], [1.109, 0.410, 2.193]], "lowdin_charge": [-0.017, -0.355, -0.107, -0.716, 0.691, 0.152, 0.115, 0.075, 0.163]}

***

Entry 3:
{"formula": "C19H60BrNO16P", "method": "the ωB97M-V functional and the def2-TZVPD basis", "energy_ev": -134254.4293, "charge": -1, "de_lowest_ev": 0.212, "homo_energy_ev": -4.2, "elements": ["C", "P", "Br", "C", "C", "N", "H", "H", "H", "H", "H", "H", "H", "H", "H", "H", "H", "H", "C", "C", "O", "O", "H", "H", "H", "H", "H", "H", "C", "C", "O", "O", "H", "H", "H", "H", "H", "H", "C", "C", "O", "O", "H", "H", "H", "H", "H", "H", "C", "C", "O", "O", "H", "H", "H", "H", "H", "H", "C", "C", "O", "O", "H", "H", "H", "H", "H", "H", "C", "C", "O", "O", "H", "H", "H", "H", "H", "H", "C", "C", "O", "O", "H", "H", "H", "H", "H", "H", "C", "C", "O", "O", "H", "H", "H", "H", "H", "H"], "positions_angstrom": [[4.3911, -3.7777, -3.3900], [2.9332, -3.2064, -4.4716], [4.2608, -4.1805, -6.5268], [1.9385, -4.8220, -4.2858], [0.4620, -4.5598, -4.2740], [-0.0070, -3.7963, -3.1133], [4.2317, -3.3774, -2.3937], [5.3054, -3.3744, -3.8086], [4.4904, -4.8558, -3.3394], [1.9324, -2.7921, -5.4498], [3.6636, -1.9861, -4.7668], [2.2429, -2.5667, -3.3942], [2.2058, -5.3086, -3.3483], [2.1894, -5.4833, -5.1074], [0.1983, -4.0687, -5.2123], [-0.0649, -5.5130, -4.2486], [-0.8499, -4.1595, -2.7022], [-0.1095, -2.8098, -3.2836], [-1.0158, -2.2603, -0.3591], [-1.0380, -1.4722, 0.9242], [-1.6313, -2.2492, 1.9759], [-2.3299, -2.6640, -0.7301], [-0.6087, -1.6681, -1.1788], [-0.3683, -3.1384, -0.2419], [-1.6739, -0.5938, 0.8291], [-0.0313, -1.1389, 1.1872], [-1.0280, -2.9709, 2.1808], [-2.7714, -2.9037, 0.0936], [-1.4409, -7.8609, -1.8511], [-1.7980, -7.2558, -0.5145], [-1.6490, -5.8433, -0.5370], [-0.1233, -7.5532, -2.2405], [-1.5141, -8.9490, -1.8038], [-2.1660, -7.5052, -2.6011], [-1.0994, -7.6076, 0.2442], [-2.8128, -7.5489, -0.2214], [-2.3462, -5.4515, -1.0741], [0.0450, -6.6314, -2.0020], [0.8596, 1.9225, -1.7611], [1.5253, 0.7788, -2.4904], [0.5679, -0.0638, -3.1166], [-0.1046, 1.4487, -0.8402], [1.6024, 2.4897, -1.1983], [0.3891, 2.6014, -2.4881], [2.0293, 0.1289, -1.7756], [2.2684, 1.1534, -3.2005], [0.1937, 0.3684, -3.8905], [-0.5602, 0.7274, -1.2934], [-1.2908, 2.6967, 2.9118], [-0.3190, 1.5787, 3.2049], [0.6648, 1.5529, 2.1770], [-1.8436, 2.5492, 1.6151], [-2.1226, 2.7070, 3.6176], [-0.7729, 3.6664, 2.9858], [-0.8298, 0.6193, 3.1303], [0.1132, 1.6750, 4.2054], [1.2218, 2.3341, 2.2505], [-1.1294, 2.2614, 1.0247], [-1.5812, 5.1607, 7.4454], [-1.6120, 3.7232, 6.9914], [-0.5895, 3.4757, 6.0198], [-1.7920, 6.0416, 6.3427], [-2.3915, 5.3522, 8.1487], [-0.6311, 5.3846, 7.9492], [-2.5544, 3.5434, 6.4802], [-1.5211, 3.0283, 7.8304], [0.2598, 3.4430, 6.4752], [-1.3090, 5.6797, 5.5885], [2.6430, 6.0402, 5.7641], [1.5006, 6.5172, 4.9012], [0.9476, 5.4389, 4.1447], [3.6693, 5.4431, 5.0013], [3.0883, 6.8802, 6.2979], [2.2524, 5.3336, 6.5160], [1.8662, 7.2305, 4.1643], [0.7378, 7.0065, 5.5164], [0.4910, 4.8489, 4.7553], [3.2415, 4.9285, 4.3066], [-6.2142, 5.7426, 5.4262], [-5.2755, 4.6574, 5.8961], [-4.1029, 4.6127, 5.0906], [-6.5886, 5.5583, 4.0772], [-7.1306, 5.7268, 6.0177], [-5.7318, 6.7208, 5.5715], [-5.7496, 3.6837, 5.7759], [-5.0314, 4.8028, 6.9560], [-3.5656, 5.3916, 5.2934], [-5.8012, 5.2649, 3.6026], [2.5838, -2.3456, -9.9088], [3.7842, -3.1721, -10.3118], [4.8936, -2.8805, -9.4840], [2.8923, -0.9586, -9.9581], [1.7538, -2.5172, -10.5978], [2.2693, -2.6393, -8.8999], [4.0849, -2.9003, -11.3268], [3.5287, -4.2383, -10.2929], [4.6922, -3.2633, -8.6081], [3.7808, -0.8942, -9.5835]], "forces_ev_per_a": [[-0.078, -0.082, -0.454], [-0.711, 0.811, 1.302], [0.377, -0.383, -0.709], [0.456, 0.083, 0.304], [-0.496, 0.038, -0.022], [0.307, -0.149, 0.350], [-0.066, 0.085, 0.259], [0.160, 0.117, -0.071], [-0.011, -0.235, 0.014], [0.109, -0.007, -0.177], [0.128, -0.118, -0.176], [-0.034, -0.051, -0.066], [0.189, -0.045, 0.141], [0.073, -0.154, -0.155], [-0.182, 0.097, -0.169], [-0.088, -0.178, -0.180], [-0.234, 0.045, -0.142], [0.077, 0.124, -0.053], [0.036, -0.165, -0.061], [-0.073, 0.060, 0.104], [0.080, 0.068, -0.008], [-0.038, -0.024, -0.032], [0.028, 0.027, -0.015], [-0.009, -0.007, -0.065], [-0.024, 0.088, -0.028], [0.029, 0.020, 0.033], [-0.010, -0.053, -0.017], [0.002, -0.040, 0.034], [-0.067, 0.033, -0.174], [0.029, 0.009, 0.081], [0.004, 0.057, 0.093], [0.023, 0.016, 0.140], [-0.059, -0.018, 0.009], [0.048, -0.041, -0.024], [-0.002, -0.039, 0.045], [0.007, -0.008, -0.002], [0.020, 0.089, -0.014], [0.042, 0.061, -0.116], [-0.064, 0.123, -0.093], [0.160, -0.210, 0.017], [-0.305, 0.016, 0.104], [-0.116, -0.047, -0.003], [0.013, 0.017, 0.003], [0.030, 0.009, 0.040], [0.093, 0.034, 0.021], [-0.026, -0.032, -0.032], [0.122, 0.041, -0.073], [-0.078, -0.024, 0.028], [-0.213, 0.173, -0.251], [-0.103, 0.043, -0.197], [0.336, -0.218, 0.151], [0.021, -0.051, 0.112], [0.025, -0.026, 0.071], [0.015, -0.045, 0.074], [-0.038, -0.051, 0.069], [0.045, 0.025, -0.033], [-0.034, 0.061, 0.033], [-0.003, 0.005, -0.088], [-0.040, 0.131, -0.097], [-0.073, -0.146, -0.043], [0.187, 0.230, 0.004], [0.003, -0.042, 0.053], [0.015, -0.033, 0.077], [-0.012, 0.067, -0.060], [-0.004, -0.126, -0.061], [0.020, 0.071, 0.044], [-0.008, -0.137, 0.079], [0.072, 0.039, -0.025], [0.036, -0.071, 0.075], [-0.063, 0.025, -0.173], [0.071, 0.138, 0.121], [-0.018, -0.005, -0.008], [-0.028, 0.021, 0.049], [0.058, 0.013, -0.001], [0.005, 0.060, 0.004], [0.003, 0.006, -0.004], [-0.140, -0.256, -0.021], [-0.015, -0.037, -0.017], [-0.013, 0.103, -0.029], [0.051, -0.124, -0.028], [-0.093, 0.099, -0.019], [0.005, -0.022, 0.008], [-0.004, 0.021, 0.046], [-0.041, -0.004, -0.031], [-0.031, -0.029, 0.043], [0.010, -0.003, -0.013], [0.044, -0.033, 0.074], [0.035, 0.021, -0.025], [-0.111, 0.014, 0.065], [0.131, 0.022, -0.130], [-0.175, 0.004, -0.153], [0.042, -0.030, -0.025], [-0.020, -0.007, -0.006], [0.003, 0.039, -0.009], [-0.041, -0.054, -0.056], [0.017, 0.002, 0.036], [0.193, 0.032, 0.252], [0.004, 0.025, 0.071]], "lowdin_charge": [-0.360, 0.317, 0.062, -0.418, -0.376, 0.006, 0.010, -0.008, 0.007, -0.055, -0.069, -0.034, 0.063, 0.029, 0.084, 0.089, 0.031, 0.038, -0.251, -0.240, -0.075, -0.071, 0.099, 0.116, 0.118, 0.120, 0.088, 0.074, -0.268, -0.251, -0.077, -0.060, 0.118, 0.118, 0.121, 0.117, 0.081, 0.072, -0.243, -0.237, -0.076, -0.075, 0.120, 0.118, 0.126, 0.124, 0.097, 0.074, -0.254, -0.232, -0.071, -0.063, 0.113, 0.105, 0.116, 0.103, 0.089, 0.048, -0.222, -0.211, -0.076, -0.072, 0.122, 0.119, 0.106, 0.128, 0.095, 0.066, -0.260, -0.234, -0.075, -0.053, 0.123, 0.110, 0.127, 0.114, 0.035, 0.080, -0.262, -0.243, -0.086, -0.057, 0.120, 0.119, 0.126, 0.117, 0.067, 0.083, -0.263, -0.281, -0.139, -0.084, 0.112, 0.106, 0.112, 0.115, -0.106, 0.074]}

***

Entry 4:
{"formula": "C37H43MnO3Si", "method": "the ωB97M-V functional and the def2-TZVPD basis", "energy_ev": -84404.0878, "charge": 0, "de_lowest_ev": 0.000, "multiplicity": 5, "homo_energy_ev": [-6.8, -8.0], "s_squared": 6.14, "elements": ["O", "C", "C", "H", "H", "C", "H", "H", "C", "H", "H", "H", "C", "H", "H", "H", "Mn", "C", "C", "C", "H", "C", "C", "H", "H", "H", "H", "C", "C", "C", "H", "C", "C", "H", "H", "H", "H", "O", "C", "C", "H", "H", "C", "H", "H", "C", "H", "H", "H", "H", "O", "Si", "C", "C", "C", "C", "C", "C", "C", "C", "C", "C", "C", "C", "C", "C", "C", "C", "C", "C", "H", "H", "H", "H", "H", "H", "H", "H", "H", "H", "H", "H", "H", "H", "H"], "positions_angstrom": [[-0.7668, 0.9786, -3.9433], [0.5324, 1.3838, -4.4678], [-0.0620, 2.6336, -5.1536], [0.9197, 0.6271, -5.1541], [1.2564, 1.5803, -3.6578], [-1.3694, 2.2290, -4.3997], [-0.1072, 2.5645, -6.2471], [0.4165, 3.5660, -4.8163], [-2.6114, 1.9026, -5.1852], [-2.4227, 1.0708, -5.8809], [-2.9662, 2.7831, -5.7308], [-3.3935, 1.6001, -4.4778], [-1.6567, 3.2484, -3.3050], [-0.7334, 3.5827, -2.8125], [-2.3560, 2.8538, -2.5616], [-2.1633, 4.1167, -3.7433], [-0.6191, 1.1801, 1.0508], [0.1730, 3.1327, 1.6745], [1.2190, 2.1855, 1.8668], [1.4898, 1.5400, 0.6133], [1.7786, 2.0403, 2.7897], [0.6152, 2.1098, -0.3782], [-0.2068, 3.1021, 0.2924], [-0.8926, 3.7950, -0.1861], [-0.2132, 3.8372, 2.4166], [2.2772, 0.8102, 0.4167], [0.6279, 1.9088, -1.4427], [-2.6312, 0.4188, 1.7987], [-2.7130, 1.6338, 1.0504], [-2.2109, 1.3530, -0.2747], [-3.1863, 2.5651, 1.3715], [-1.7400, -0.0053, -0.3054], [-2.0026, -0.5731, 0.9856], [-1.8582, -1.6204, 1.2558], [-3.0555, 0.2508, 2.7877], [-2.3213, 1.9922, -1.1424], [-1.3476, -0.5250, -1.1869], [-0.2445, -0.3430, -6.4092], [-0.5974, 0.2807, -7.6642], [0.0008, -0.4737, -8.8519], [-0.2404, 1.3242, -7.6843], [-1.6931, 0.2880, -7.6930], [0.9384, -1.5165, -8.2106], [0.5370, 0.2076, -9.5114], [-0.8062, -0.9249, -9.4314], [0.6568, -1.4421, -6.6928], [1.9927, -1.3008, -8.4153], [0.7296, -2.5226, -8.5755], [1.5643, -1.2729, -6.0974], [0.1900, -2.3766, -6.3242], [0.3815, -0.7760, 2.0252], [0.6383, -1.2835, 3.5065], [1.3435, -3.0063, 3.4894], [2.0790, -3.4887, 4.5747], [2.6328, -4.7761, 4.5207], [2.4683, -5.5630, 3.3765], [1.7450, -5.0666, 2.2849], [1.1955, -3.7780, 2.3340], [1.9194, -0.2321, 4.3703], [3.1667, -0.0941, 3.7470], [4.1500, 0.7238, 4.3172], [3.8825, 1.4133, 5.5046], [2.6357, 1.2759, 6.1215], [1.6513, 0.4548, 5.5547], [-0.9188, -1.2940, 4.5335], [-1.4475, -2.5008, 5.0027], [-2.6362, -2.5118, 5.7429], [-3.3239, -1.3206, 5.9916], [-2.8042, -0.1122, 5.5148], [-1.5993, -0.0987, 4.7989], [2.2275, -2.8602, 5.4558], [3.1994, -5.1506, 5.3730], [2.9049, -6.5636, 3.3319], [1.6132, -5.6665, 1.3856], [0.6590, -3.3635, 1.4779], [3.3667, -0.6283, 2.8150], [5.1146, 0.8184, 3.8219], [4.6485, 2.0496, 5.9498], [2.4187, 1.8085, 7.0463], [0.6814, 0.3464, 6.0456], [-0.9143, -3.4327, 4.7989], [-3.0210, -3.4605, 6.1240], [-4.2541, -1.3251, 6.5651], [-3.3290, 0.8255, 5.6999], [-1.2018, 0.8568, 4.4415]], "forces_ev_per_a": [[0.525, 0.910, 0.354], [0.013, -0.138, 0.115], [0.139, -0.486, 0.346], [0.036, 0.337, 0.463], [-0.261, 0.062, -0.208], [0.516, 0.325, -0.252], [0.019, 0.171, 0.462], [-0.425, -0.187, -0.336], [-0.164, -0.107, -0.214], [-0.100, 0.394, 0.310], [0.003, -0.122, -0.001], [0.044, -0.033, -0.190], [-0.248, -0.122, 0.206], [-0.258, -0.107, -0.022], [0.172, 0.081, -0.286], [0.269, -0.040, -0.042], [1.366, -2.848, 2.962], [0.088, 0.044, -0.877], [1.140, -0.007, -0.743], [0.364, 1.158, 0.638], [-0.394, -0.249, -0.265], [0.173, 1.797, 0.720], [2.079, 1.208, -0.893], [0.026, -0.400, 0.154], [0.031, -0.529, -0.250], [-0.584, 0.103, 0.260], [-0.220, -0.166, 0.210], [0.243, -1.316, -0.597], [-0.505, -0.311, -1.821], [-2.622, -0.496, -0.207], [0.366, -0.379, -0.118], [-0.826, 0.429, 0.166], [-1.855, -0.186, 0.257], [0.225, 0.681, 0.013], [0.517, 0.114, -0.275], [0.443, -0.196, 0.596], [-0.018, 0.360, 0.527], [0.346, -0.822, -2.103], [-0.365, 0.451, 0.360], [-0.068, -0.228, 0.340], [-0.155, -0.360, 0.191], [0.178, 0.144, -0.194], [0.006, 0.059, 0.289], [0.001, -0.057, 0.019], [0.192, -0.159, 0.005], [-0.333, -0.165, 0.487], [-0.239, 0.012, -0.001], [0.065, 0.078, -0.032], [-0.055, -0.097, -0.189], [0.165, 0.457, -0.152], [-0.292, 0.983, -0.541], [0.139, 0.185, -0.655], [0.118, 0.161, -0.071], [0.093, -0.791, -0.298], [-0.080, 0.283, -0.013], [-0.180, 0.156, -0.056], [0.008, 0.279, 0.101], [0.276, -0.666, 0.296], [-0.193, 0.041, 0.061], [0.298, 0.420, 0.537], [-0.320, -0.194, -0.180], [-0.190, -0.121, -0.022], [-0.022, -0.025, -0.111], [0.665, 0.267, 0.118], [-0.065, 0.005, 0.167], [-0.408, 0.260, 0.319], [0.012, -0.035, -0.077], [0.214, 0.010, -0.081], [0.273, -0.036, -0.108], [-0.568, -0.274, 0.431], [-0.038, -0.200, -0.191], [-0.088, 0.007, -0.222], [-0.138, 0.310, 0.027], [0.098, 0.025, 0.198], [0.135, -0.116, 0.240], [-0.030, 0.124, 0.237], [-0.115, 0.043, 0.168], [-0.211, -0.154, -0.106], [0.116, -0.066, -0.152], [0.317, 0.041, -0.117], [-0.213, 0.248, 0.103], [0.038, 0.300, -0.107], [0.299, -0.030, -0.194], [0.066, -0.220, 0.024], [-0.070, -0.282, 0.093]], "lowdin_spin": [0.000, 0.000, 0.000, 0.000, 0.000, 0.000, 0.000, 0.000, 0.000, 0.000, 0.000, 0.000, 0.000, 0.000, 0.000, 0.000, 3.686, -0.033, 0.070, 0.009, 0.005, -0.012, 0.067, 0.004, 0.000, 0.002, 0.001, 0.019, -0.008, 0.054, 0.002, -0.046, 0.060, 0.004, 0.003, 0.003, 0.001, 0.000, 0.000, 0.000, 0.000, 0.000, 0.000, 0.000, 0.000, 0.000, 0.000, 0.000, 0.000, 0.000, 0.092, 0.007, 0.003, 0.001, 0.000, 0.000, 0.000, 0.000, -0.001, 0.000, 0.000, 0.000, 0.000, 0.000, 0.000, 0.000, 0.000, 0.000, 0.000, 0.001, 0.000, 0.000, 0.000, 0.000, 0.000, 0.000, 0.000, 0.000, 0.000, 0.000, 0.000, 0.000, 0.000, 0.000, 0.001]}